No. 1
{
  "formula": "C31H31AsBrINPRuS",
  "method": "ωB97M-V/def2-TZVPD",
  "elements": ["Ru", "I", "C", "C", "C", "C", "C", "C", "C", "C", "C", "P", "C", "C", "C", "C", "C", "C", "C", "C", "C", "C", "C", "C", "C", "H", "H", "H", "H", "H", "H", "H", "H", "H", "H", "H", "H", "H", "H", "H", "H", "C", "C", "C", "C", "C", "Br", "N", "C", "H", "H", "H", "H", "H", "H", "C", "As", "C", "C", "S", "H", "H", "H", "H", "H", "H", "H", "H", "H"],
  "coordinates": [[1.009, 0.461, -1.137], [-1.225, 0.241, -2.784], [-3.028, 0.421, -1.575], [-4.073, 0.893, -2.350], [-5.356, 1.017, -1.825], [-5.591, 0.601, -0.537], [-4.545, 0.103, 0.268], [-4.868, -0.339, 1.568], [-3.905, -0.819, 2.422], [-2.583, -0.827, 1.997], [-2.209, -0.401, 0.725], [-0.379, -0.436, 0.616], [0.185, 0.475, 2.092], [0.600, -0.089, 3.296], [1.062, 0.743, 4.303], [1.108, 2.119, 4.123], [0.673, 2.683, 2.930], [0.232, 1.862, 1.909], [0.070, -2.174, 0.843], [-0.800, -3.228, 0.565], [-0.348, -4.527, 0.714], [0.964, -4.779, 1.097], [1.834, -3.728, 1.361], [1.397, -2.426, 1.215], [-3.186, 0.040, -0.216], [-3.905, 1.163, -3.382], [-6.147, 1.409, -2.442], [-6.586, 0.642, -0.121], [-5.901, -0.301, 1.878], [-4.161, -1.165, 3.411], [-1.823, -1.178, 2.684], [0.573, -1.158, 3.457], [1.395, 0.311, 5.236], [1.491, 2.750, 4.910], [0.688, 3.756, 2.804], [-0.102, 2.266, 0.949], [-1.822, -3.037, 0.266], [-1.027, -5.346, 0.537], [1.309, -5.797, 1.190], [2.845, -3.923, 1.682], [2.064, -1.593, 1.407], [0.788, -4.948, -3.758], [1.567, -3.914, -3.033], [2.862, -4.137, -2.558], [3.556, -3.124, -1.911], [2.901, -1.921, -1.743], [3.663, -0.415, -0.822], [1.670, -1.680, -2.179], [1.024, -2.645, -2.818], [1.225, -5.934, -3.627], [0.784, -4.725, -4.827], [-0.250, -4.965, -3.430], [3.333, -5.101, -2.694], [4.560, -3.268, -1.549], [0.035, -2.406, -3.192], [2.496, 5.947, -2.095], [1.839, 4.716, -0.753], [3.082, 4.700, 0.748], [0.090, 5.328, -0.143], [1.707, 2.730, -1.648], [2.600, 6.932, -1.634], [1.806, 6.016, -2.936], [3.470, 5.623, -2.464], [2.938, 5.616, 1.328], [4.104, 4.685, 0.363], [2.921, 3.829, 1.387], [0.203, 6.353, 0.219], [-0.291, 4.698, 0.663], [-0.613, 5.325, -0.980]],
  "total_charge": 3,
  "spin_multiplicity": 2,
  "e_lumo_ev": [-10.8, -10.8],
  "homo_lumo_gap_ev": [5.2, 5.3]
}

---

No. 2
{
  "formula": "C17H27I2N3O3P2S2",
  "method": "ωB97M-V/def2-TZVPD",
  "elements": ["C", "C", "N", "C", "C", "C", "I", "C", "C", "I", "C", "C", "C", "P", "O", "O", "C", "C", "O", "C", "C", "C", "N", "S", "N", "C", "C", "P", "S", "H", "H", "H", "H", "H", "H", "H", "H", "H", "H", "H", "H", "H", "H", "H", "H", "H", "H", "H", "H", "H", "H", "H", "H", "H", "H", "H"],
  "coordinates": [[-6.234, 2.607, -1.506], [-4.899, 1.761, -1.045], [-4.039, 2.450, -0.009], [-2.595, 2.025, -0.316], [-1.889, 0.664, 0.353], [-2.785, -0.247, 1.381], [-2.928, -2.385, 0.754], [-2.396, -0.099, 2.965], [-0.934, 0.578, 3.266], [-2.291, -2.181, 3.755], [-0.341, 0.351, -0.122], [0.462, -0.999, 0.429], [2.041, -0.723, 0.788], [3.275, -1.877, -0.130], [2.592, -2.865, -1.167], [4.304, -0.808, -1.103], [5.590, -1.459, -1.406], [5.494, -2.651, -2.549], [4.229, -2.714, 1.069], [3.597, -3.971, 1.502], [2.412, -3.660, 2.638], [0.423, 1.378, -1.193], [1.819, 1.325, -1.775], [2.138, 2.677, -2.879], [0.601, 3.540, -2.831], [-0.230, 2.721, -1.869], [-1.800, 3.002, -1.406], [-2.627, 4.555, -2.235], [-2.870, 6.010, -0.967], [-6.574, 2.328, -2.615], [-6.081, 3.773, -1.496], [-7.121, 2.264, -0.811], [-4.218, 1.579, -2.001], [-5.197, 0.689, -0.622], [-4.141, 3.488, -0.016], [-3.907, 0.150, 1.279], [-3.186, 0.481, 3.618], [-0.925, 0.844, 4.430], [-0.029, -0.187, 3.132], [-0.740, 1.602, 2.715], [0.321, -1.807, -0.438], [-0.057, -1.483, 1.379], [2.306, 0.413, 0.655], [2.168, -0.949, 1.953], [6.297, -0.623, -1.881], [6.165, -1.857, -0.463], [6.413, -2.565, -3.283], [5.473, -3.698, -1.983], [4.486, -2.592, -3.155], [4.455, -4.600, 2.043], [3.211, -4.656, 0.627], [2.302, -4.605, 3.349], [2.783, -2.724, 3.240], [1.419, -3.389, 2.070], [-3.933, 4.127, -2.745], [-1.808, 4.989, -3.375]],
  "spin_multiplicity": 1,
  "e_lumo_ev": -2.0,
  "homo_lumo_gap_ev": 6.2
}

---

No. 3
{
  "formula": "C5H11N2",
  "method": "ωB97M-V/def2-TZVPD",
  "elements": ["C", "C", "C", "C", "C", "N", "N", "H", "H", "H", "H", "H", "H", "H", "H", "H", "H", "H"],
  "coordinates": [[1.126, -1.472, -0.174], [-0.230, -1.629, -0.339], [1.744, 1.108, 0.395], [-1.203, -0.040, 1.149], [-1.004, 0.564, -1.276], [0.964, -0.146, 0.117], [-0.470, -0.214, -0.133], [2.070, -1.866, -0.208], [-0.846, -2.389, -0.641], [1.647, 1.324, 1.463], [2.676, 0.738, -0.054], [1.359, 2.021, -0.185], [-1.198, 0.994, 1.618], [-2.341, -0.258, 1.097], [-0.678, -0.593, 2.003], [-1.656, 1.440, -0.999], [-0.213, 0.619, -2.025], [-1.745, -0.199, -1.809]],
  "total_charge": 1,
  "spin_multiplicity": 3,
  "e_lumo_ev": [-2.8, -5.8],
  "de_lowest_kj_mol": 397.6,
  "homo_lumo_gap_ev": [6.7, 10.0]
}

---

No. 4
{
  "formula": "C6H7NS",
  "method": "ωB97M-V/def2-TZVPD",
  "elements": ["C", "N", "C", "C", "C", "C", "C", "S", "H", "H", "H", "H", "H", "H", "H"],
  "coordinates": [[-0.311, -1.904, 0.888], [-0.263, -0.585, 0.222], [-0.223, -0.495, -1.116], [0.193, 0.713, -1.678], [0.420, 1.890, -0.908], [0.321, 1.731, 0.425], [-0.114, 0.475, 1.100], [-0.078, 0.237, 2.684], [-0.814, -1.824, 1.827], [-0.797, -2.843, 0.317], [0.730, -2.253, 1.080], [-0.581, -1.290, -1.903], [0.359, 0.796, -2.787], [0.589, 2.758, -1.331], [0.570, 2.595, 1.181]],
  "spin_multiplicity": 1,
  "e_lumo_ev": 0.4,
  "de_lowest_kj_mol": 159.3,
  "smiles": "Cn1ccccc1=S",
  "homo_lumo_gap_ev": 8.2
}

---

No. 5
{
  "formula": "C2F3NNaO5S2",
  "method": "ωB97M-V/def2-TZVPD",
  "elements": ["O", "C", "O", "Na", "N", "S", "O", "S", "O", "O", "C", "F", "F", "F"],
  "coordinates": [[0.480, 2.824, -3.699], [1.004, 2.873, -2.634], [1.363, 3.469, -1.652], [1.811, 1.770, -0.035], [2.312, -0.866, 1.620], [0.831, -0.481, -2.329], [1.243, 1.075, -2.099], [0.829, -1.371, 1.164], [0.808, -0.182, 0.322], [0.866, -2.395, 2.251], [-0.226, -2.612, 0.129], [-0.734, -2.474, -1.085], [0.413, -3.783, 0.003], [-1.323, -2.945, 0.827]],
  "total_charge": -1,
  "spin_multiplicity": 1,
  "e_lumo_ev": [2.0, 2.0],
  "homo_lumo_gap_ev": [5.7, 6.0]
}

---

No. 6
{
  "formula": "C2H4F2",
  "method": "ωB97M-V/def2-TZVPD",
  "elements": ["C", "C", "F", "F", "H", "H", "H", "H"],
  "coordinates": [[0.334, 0.233, 0.825], [-0.427, -0.100, -0.591], [0.536, 0.059, -1.621], [-0.626, -1.323, -0.611], [1.208, -0.462, 0.693], [-0.332, -0.196, 1.626], [0.542, 1.340, 0.748], [-1.235, 0.449, -1.069]],
  "spin_multiplicity": 1,
  "e_lumo_ev": 1.1,
  "de_lowest_kj_mol": 90.1,
  "smiles": "CC(F)F",
  "homo_lumo_gap_ev": 12.7
}

---

Computed values of E (unit: eV) for the preceding records, in sequence: -195801.8632 -85114.8827 -8329.0563 -18659.0978 -48036.2824 -7572.9534.